1.
8 unconnected molecules or ions with the total composition C34H55F3O23. Source: the Open Molecules 2025 dataset; level of theory: the ωB97M-V functional and the def2-TZVPD basis.

XYZ file:
```
115
Properties=species:S:1:pos:R:3
C -1.10 -1.23 -1.18
C -0.74 0.25 -1.10
O -0.52 0.71 0.25
C 0.63 0.41 0.82
O 1.51 -0.22 0.32
C 0.63 0.90 2.29
F 1.71 1.65 2.50
F -0.47 1.53 2.65
F 0.71 -0.21 3.07
H -1.83 -1.50 -0.42
H -0.25 -1.87 -0.95
H -1.42 -1.60 -2.15
H -1.57 0.84 -1.46
H 0.14 0.46 -1.71
C -0.01 5.62 -0.70
C 0.53 4.23 -0.44
C 1.16 3.51 -1.66
O 2.48 3.25 -1.21
C 2.64 3.59 0.06
O 3.62 3.35 0.70
O 1.60 4.28 0.52
H -0.43 6.05 0.22
H -0.85 5.66 -1.39
H 0.80 6.26 -1.03
H -0.23 3.56 -0.03
H 1.07 4.05 -2.60
H 0.64 2.56 -1.77
C -4.31 1.43 -2.08
C -3.90 2.17 -3.33
C -4.56 3.58 -3.46
O -3.45 4.46 -3.68
C -2.30 3.77 -3.62
O -1.23 4.27 -3.76
O -2.50 2.48 -3.36
H -5.24 0.91 -2.30
H -4.36 1.99 -1.15
H -3.57 0.65 -1.90
H -4.13 1.66 -4.26
H -5.09 3.88 -2.56
H -5.23 3.60 -4.32
C -1.51 0.61 6.19
C -1.99 1.96 6.68
C -1.89 2.16 8.18
O -1.38 3.47 8.37
C -0.76 3.82 7.20
O -0.14 4.83 7.03
O -1.11 2.98 6.20
H -2.08 -0.20 6.64
H -0.47 0.43 6.47
H -1.57 0.55 5.10
H -3.02 2.11 6.34
H -1.25 1.39 8.62
H -2.89 2.06 8.61
C 4.52 -0.36 -2.26
C 3.73 0.60 -3.09
C 4.19 0.62 -4.56
O 2.98 0.71 -5.30
C 1.95 0.35 -4.51
O 0.82 0.21 -4.89
O 2.37 0.17 -3.27
H 4.68 -1.32 -2.76
H 4.02 -0.59 -1.31
H 5.47 0.09 -1.98
H 3.77 1.63 -2.72
H 4.70 -0.31 -4.81
H 4.87 1.43 -4.83
C -3.02 -1.08 2.13
C -3.92 -1.77 1.12
C -5.15 -2.44 1.71
O -6.24 -1.91 0.96
C -5.78 -1.05 0.02
O -6.49 -0.59 -0.82
O -4.45 -0.89 0.11
H -2.65 -1.85 2.81
H -3.65 -0.42 2.74
H -2.26 -0.41 1.74
H -3.37 -2.57 0.62
H -5.26 -2.23 2.78
H -5.20 -3.52 1.59
C 4.51 -0.36 1.76
C 4.57 0.06 3.21
C 5.03 -1.00 4.19
O 5.86 -0.29 5.09
C 6.16 0.92 4.60
O 6.82 1.76 5.11
O 5.64 1.03 3.35
H 4.20 0.44 1.08
H 3.75 -1.14 1.65
H 5.48 -0.80 1.50
H 3.68 0.61 3.50
H 5.60 -1.77 3.65
H 4.18 -1.49 4.67
C 2.13 -3.25 -1.45
O 2.83 -3.91 -2.48
C 2.39 -3.50 -3.75
C 0.91 -3.70 -4.04
O 0.56 -5.06 -3.79
C -0.80 -5.35 -4.00
C -1.69 -4.98 -2.82
O -1.11 -5.41 -1.62
C -1.80 -4.96 -0.48
H 1.24 -3.82 -1.18
H 1.90 -2.19 -1.59
H 2.75 -3.28 -0.54
H 3.01 -4.02 -4.48
H 2.55 -2.43 -3.91
H 0.62 -3.47 -5.07
H 0.26 -3.09 -3.40
H -0.88 -6.41 -4.25
H -1.13 -4.76 -4.86
H -2.63 -5.52 -2.98
H -1.87 -3.89 -2.84
H -2.86 -5.23 -0.49
H -1.70 -3.88 -0.34
H -1.34 -5.48 0.36
```

Calculated values
- Total charge: 0
- SMILES: CCOC(=O)C(F)(F)F.C[C@H]1COC(=O)O1.C[C@H]1COC(=O)O1.C[C@H]1COC(=O)O1.C[C@H]1COC(=O)O1.C[C@H]1COC(=O)O1.C[C@H]1COC(=O)O1.COCCOCCOC
- Orbital gap: 9.80 eV

***

2.
A molecular structure, C34H56AsCl3N6ORuS2Si3. Source: the Open Molecules 2025 dataset; level of theory: the ωB97M-V functional and the def2-TZVPD basis.

XYZ file:
```
107
Properties=species:S:1:pos:R:3
Ru -0.63 -0.90 -1.36
Cl 9.69 2.85 3.04
C 8.24 2.22 2.38
C 7.75 2.72 1.19
C 6.58 2.20 0.66
C 5.88 1.18 1.30
C 4.60 0.68 0.67
C 4.72 -0.74 0.13
N 3.56 -1.01 -0.73
C 3.52 -0.98 -2.11
C 2.23 -1.17 -2.48
N 1.48 -1.33 -1.32
C 2.33 -1.23 -0.29
O 3.48 0.68 1.54
C 2.72 1.88 1.46
C 3.53 3.12 1.68
C 3.84 4.01 0.69
Cl 3.41 3.88 -0.97
S 4.78 5.33 1.25
C 4.77 4.69 2.84
C 4.07 3.53 2.93
C 6.41 0.68 2.50
Cl 5.63 -0.60 3.37
C 7.57 1.20 3.03
H 8.28 3.52 0.68
H 6.20 2.60 -0.27
H 4.38 1.34 -0.18
H 4.71 -1.43 0.96
H 5.63 -0.87 -0.44
H 4.41 -0.83 -2.71
H 1.82 -1.20 -3.47
H 2.08 -1.31 0.75
H 1.96 1.79 2.24
H 2.23 1.95 0.48
H 5.27 5.23 3.63
H 3.96 2.97 3.85
H 7.97 0.80 3.96
C -5.28 1.41 -1.46
Si -5.50 -0.38 -1.01
C -6.67 -1.36 -2.03
C -5.36 -0.80 0.79
As -2.95 -1.17 -1.65
Si -2.93 -3.71 -1.19
C -2.86 -3.93 0.65
C -1.32 -4.21 -2.01
C -4.51 -4.34 -1.91
Si -2.76 -0.67 -4.16
C -4.28 -1.40 -4.93
C -1.10 -1.50 -4.46
C -2.63 1.17 -4.35
H -6.12 1.98 -1.07
H -5.26 1.54 -2.54
H -4.36 1.82 -1.04
H -7.69 -1.04 -1.76
H -6.61 -2.43 -1.83
H -6.55 -1.19 -3.10
H -6.22 -0.38 1.32
H -4.45 -0.39 1.22
H -5.38 -1.88 0.94
H -1.87 -3.71 1.05
H -3.09 -4.98 0.87
H -3.60 -3.31 1.18
H -0.53 -3.46 -1.90
H -1.44 -4.44 -3.07
H -0.95 -5.12 -1.52
H -5.34 -4.13 -1.23
H -4.44 -5.43 -1.99
H -4.75 -3.95 -2.90
H -4.55 -2.38 -4.54
H -4.10 -1.51 -6.01
H -5.13 -0.72 -4.80
H -1.18 -2.57 -4.65
H -0.41 -1.38 -3.60
H -0.61 -1.03 -5.31
H -3.49 1.70 -3.93
H -2.57 1.41 -5.42
H -1.72 1.54 -3.87
N -0.73 -1.28 0.61
C -0.66 -1.31 1.78
N -0.51 -1.35 3.05
C 0.49 -2.25 3.70
C -0.25 -3.28 4.55
C -1.37 -2.63 5.41
C -1.32 -1.10 5.37
C -1.46 -0.59 3.94
H 1.13 -1.63 4.32
H 1.11 -2.71 2.94
H 0.49 -3.78 5.17
H -0.68 -4.05 3.89
H -1.28 -2.96 6.44
H -2.35 -2.96 5.06
H -0.39 -0.74 5.81
H -2.13 -0.68 5.95
H -1.24 0.47 3.87
H -2.48 -0.76 3.57
S 0.18 1.41 -1.83
C -0.22 3.09 -1.70
N -0.96 3.66 -0.76
C -0.98 5.13 -0.88
C -0.13 5.36 -2.16
N 0.26 3.99 -2.53
H -1.35 3.17 0.02
H -0.53 5.60 -0.01
H -2.00 5.49 -0.99
H 0.75 5.97 -1.97
H -0.70 5.82 -2.96
H 0.84 3.77 -3.33
```

Calculated values
- Spin multiplicity: 5
- Total charge: +4
- ΔE to the lowest compared entry with this formula, charge and spin: 374.39 kJ/mol
- Orbital gap (spin up / spin down): 3.23 / 1.60 eV

***

3.
A molecular structure, C34H56BMoN8O3S3. Source: the Open Molecules 2025 dataset; level of theory: the ωB97M-V functional and the def2-TZVPD basis.

XYZ file:
```
106
Properties=species:S:1:pos:R:3
Mo -0.05 0.05 2.61
C -4.74 0.09 -0.18
C -3.38 0.62 -0.52
C -3.18 1.59 -1.46
C -1.89 2.11 -1.74
N -0.82 1.57 -1.19
N -1.02 0.60 -0.30
B 0.14 -0.23 0.30
N 1.55 0.13 -0.33
N 1.60 0.15 -1.65
C 2.78 0.34 -2.23
C 3.94 0.51 -1.46
C 3.90 0.37 -0.09
C 5.13 0.44 0.76
C 2.63 0.16 0.45
S 2.39 -0.12 2.14
C 2.84 0.38 -3.75
C 1.51 -0.02 -4.37
C 3.23 1.80 -4.17
C 3.92 -0.61 -4.21
N -0.04 -1.74 -0.13
N -0.61 -1.97 -1.30
C -0.78 -3.22 -1.69
C -0.24 -4.28 -0.93
C 0.36 -4.05 0.29
C 0.91 -5.14 1.15
C 0.37 -2.70 0.70
S 0.78 -2.24 2.33
C -1.59 -3.43 -2.95
C -0.86 -2.77 -4.13
C -1.82 -4.91 -3.24
C -2.95 -2.74 -2.75
C -2.21 0.18 0.13
S -2.17 -0.83 1.55
C -1.71 3.32 -2.63
C -2.19 4.54 -1.82
C -0.25 3.51 -3.02
C -2.56 3.17 -3.90
H -5.35 0.02 -1.08
H -5.25 0.76 0.51
H -4.69 -0.90 0.27
H -4.03 2.01 -1.99
H 4.88 0.69 -1.95
H 5.98 0.75 0.17
H 5.35 -0.54 1.19
H 5.00 1.15 1.58
H 0.67 0.53 -3.96
H 1.31 -1.08 -4.22
H 1.56 0.16 -5.44
H 2.46 2.52 -3.88
H 3.33 1.84 -5.25
H 4.18 2.12 -3.74
H 3.74 -1.62 -3.83
H 4.93 -0.30 -3.92
H 3.91 -0.66 -5.30
H -0.32 -5.29 -1.30
H 0.84 -6.10 0.63
H 0.35 -5.22 2.08
H 1.95 -4.96 1.40
H 0.14 -3.19 -4.26
H -0.78 -1.70 -3.98
H -1.42 -2.95 -5.05
H -0.89 -5.43 -3.47
H -2.46 -5.01 -4.11
H -2.31 -5.42 -2.41
H -2.83 -1.67 -2.55
H -3.51 -3.19 -1.93
H -3.55 -2.85 -3.65
H -1.55 4.70 -0.95
H -3.22 4.42 -1.49
H -2.15 5.43 -2.45
H 0.40 3.59 -2.16
H -0.16 4.43 -3.60
H 0.11 2.69 -3.65
H -3.63 3.27 -3.70
H -2.39 2.21 -4.40
H -2.30 3.96 -4.60
C 3.65 1.07 5.64
C 2.15 1.07 5.40
C 1.36 1.56 6.61
O 1.70 -0.26 5.05
C 1.83 2.01 4.22
O 2.30 3.07 4.02
O 0.77 1.55 3.44
H 3.88 0.51 6.55
H 4.01 2.09 5.78
H 4.19 0.63 4.80
H 1.56 0.91 7.46
H 0.29 1.56 6.41
H 1.66 2.57 6.87
H 2.35 -0.89 5.40
N -1.06 -0.89 4.34
C -2.45 -0.57 4.81
C -2.70 0.92 4.91
C -2.89 1.60 3.57
N -1.59 1.72 2.84
H -0.97 -1.91 4.28
H -0.39 -0.62 5.06
H -2.57 -1.06 5.78
H -3.15 -1.04 4.11
H -1.89 1.41 5.47
H -3.59 1.08 5.51
H -3.30 2.61 3.69
H -3.58 1.03 2.95
H -1.02 2.41 3.32
H -1.77 2.11 1.91
```

Calculated values
- Spin multiplicity: 3
- Total charge: +3
- Orbital gap (spin up / spin down): 7.14 / 5.58 eV